1.
Formula: C5H9N2
Source: the Open Molecules 2025 dataset
Level of theory: ωB97M-V with the def2-TZVPD basis set

The geometry in XYZ format:
```
16
Properties=species:S:1:pos:R:3:forces:R:3
C -0.32683 -1.03516 0.96323 -1.2 -1.1 -3.9
C 0.87988 -0.71858 -0.02808 -1.7 -2.6 1.2
C 1.57373 0.38225 0.67142 -1.4 1.6 -3.1
C 0.88446 1.34763 -0.04059 0.7 -2.7 -0.4
C 0.10278 0.35787 -0.89199 1.9 0.8 1.1
N -0.57325 0.34113 -2.01313 -0.1 -0.1 -1.2
N -1.24841 0.05670 0.69836 1.0 0.8 0.4
H -0.84854 -1.98773 0.67204 0.8 0.7 0.8
H 0.10082 -0.95581 1.87329 0.6 -0.7 3.4
H 1.42474 -1.68886 -0.26017 -0.7 1.5 -0.6
H 2.27680 0.27509 1.46672 0.3 0.5 0.3
H 0.84264 2.37611 -0.07951 0.0 2.1 0.2
H -0.92027 -0.56481 -2.34397 0.4 0.5 0.2
H -0.86649 1.12389 -2.64829 0.7 -0.7 1.5
H -2.20970 -0.16678 0.65826 -1.0 -0.4 0.0
H -1.09237 0.85705 1.30240 -0.3 -0.2 0.0
```
Positions in Å, forces in eV/Å.

Properties
* structure (SMILES): NC[C@@H]1C=CC1=[NH2+]
* energy above the lowest of the compared OMol25 structures with the same formula, charge and spin: 395.1 kJ/mol
* highest occupied orbital energy: -14.19 eV
* spin multiplicity: 1
* charge: +1

Atomic partial charges in e from the Löwdin method, atoms 1 to 2: number 1, C, carries -0.154; number 2, C, carries -0.178

***

2.
Formula: C5H9N2
Source: the Open Molecules 2025 dataset
Level of theory: ωB97M-V with the def2-TZVPD basis set

The geometry in XYZ format:
```
16
Properties=species:S:1:pos:R:3:forces:R:3
C 1.04985 0.52959 -0.67045 2.7 1.3 -1.2
C -0.28533 -1.78101 0.30505 -0.9 -1.4 1.6
C -0.27994 -0.38755 0.91310 0.4 0.2 -2.5
C 0.98588 -1.18464 0.72461 1.2 -1.2 3.5
C -1.10173 1.65066 -0.19782 0.8 2.9 -1.7
N -0.04367 0.70090 -0.06533 -2.5 -1.1 1.7
N 1.76181 -0.47195 -0.22404 2.0 -2.2 -0.8
H 1.56819 1.22880 -1.29720 -0.6 0.3 -0.8
H -0.64321 -2.60105 1.02042 0.4 1.4 -1.2
H -0.38006 -2.01635 -0.73280 -0.5 0.3 -0.5
H -0.91397 0.00393 1.67408 0.1 -0.5 1.1
H 1.52286 -1.59204 1.61296 -0.3 0.3 -1.0
H -1.16350 2.32354 0.68038 0.0 -0.7 -0.2
H -0.76122 2.38649 -1.04478 -1.3 -1.5 1.2
H -2.04324 1.10987 -0.35749 0.3 0.5 -0.3
H 2.60093 -0.93820 -0.71313 -1.9 1.5 1.1
```
Positions in Å, forces in eV/Å.

Properties
* structure (SMILES): CN1C=[NH+][C@@H]2C[C@@H]21
* energy above the lowest of the compared OMol25 structures with the same formula, charge and spin: 257.4 kJ/mol
* highest occupied orbital energy: -14.20 eV
* spin multiplicity: 1
* charge: +1

Atomic partial charges in e from the Löwdin method, atoms 1 to 2: number 1, C, carries -0.089; number 2, C, carries -0.013

***

3.
Formula: C5H9N2
Source: the Open Molecules 2025 dataset
Level of theory: ωB97M-V with the def2-TZVPD basis set

The geometry in XYZ format:
```
16
Properties=species:S:1:pos:R:3:forces:R:3
C 0.01862 -1.67852 0.87643 -1.1 0.1 -1.2
C 0.99257 -1.81746 -0.22597 0.8 0.3 0.8
C 1.43492 -0.01436 1.06803 -0.5 0.3 -0.7
C -2.43547 0.07288 -0.96712 -0.1 0.7 -0.9
C 1.07275 1.39552 0.63920 -1.6 1.5 0.1
N 0.26460 -0.63108 1.54568 -0.2 -1.0 0.6
N 1.87953 -0.92759 -0.07208 2.0 1.3 -0.6
H -0.89056 -2.22844 0.82356 -0.5 -0.5 0.7
H 2.18648 0.14081 1.82924 0.5 -0.8 0.1
H -3.22133 0.59993 -1.56499 1.0 -0.7 0.7
H -1.38034 0.13090 -1.26557 -0.7 0.0 0.0
H -2.67650 -0.46132 -0.06946 -0.3 -0.1 0.2
H 1.02319 1.98197 1.64303 -0.3 -0.8 -2.0
H 0.17430 1.58306 -0.08874 1.3 -0.9 1.9
H 1.88120 1.76335 0.07338 1.3 0.8 -0.4
H 2.78762 -0.76490 -0.60342 -1.7 -0.4 0.6
```
Positions in Å, forces in eV/Å.

Properties
* energy above the lowest of the compared OMol25 structures with the same formula, charge and spin: 746.9 kJ/mol
* highest occupied orbital energy (spin up / spin down): -16.31 / -12.24 eV
* spin multiplicity: 1
* charge: +1

Atomic partial charges in e from the Löwdin method, atoms 1 to 2: number 1, C, carries -0.071; number 2, C, carries 0.224

***

4.
Formula: C5H9N2
Source: the Open Molecules 2025 dataset
Level of theory: ωB97M-V with the def2-TZVPD basis set

The geometry in XYZ format:
```
16
Properties=species:S:1:pos:R:3:forces:R:3
C 0.22779 1.53634 -0.00931 0.1 0.5 0.1
C 1.65020 -1.35534 -0.36291 0.0 0.3 0.1
C -2.22764 -0.77289 0.56644 0.1 0.1 0.1
C -1.73465 -0.10298 -0.45411 0.7 -0.6 -0.1
C 2.10746 -0.23084 0.16486 -0.7 -0.9 -0.4
N -0.99244 1.12619 -0.29772 -0.2 0.3 0.1
N 1.42781 1.01558 0.20414 0.1 0.5 0.2
H 0.25974 2.62263 0.08346 0.0 -0.2 -0.1
H 2.27324 -2.23156 -0.36125 0.1 -0.1 0.1
H 0.67682 -1.45076 -0.81181 -0.2 0.1 -0.1
H -2.82689 -1.65093 0.40245 -0.1 -0.1 -0.1
H -2.07322 -0.46812 1.58877 0.1 0.1 0.1
H -1.89985 -0.37878 -1.48626 0.0 0.0 0.0
H 3.09336 -0.16509 0.59254 0.1 0.1 0.1
H -1.63390 1.90441 -0.43526 0.4 0.1 0.1
H 2.09743 1.74176 0.44208 -0.3 0.0 -0.1
```
Positions in Å, forces in eV/Å.

Properties
* structure (SMILES): C=CN/C=[NH+]\C=C
* energy above the lowest of the compared OMol25 structures with the same formula, charge and spin: 273.8 kJ/mol
* highest occupied orbital energy: -13.85 eV
* spin multiplicity: 1
* charge: +1

Atomic partial charges in e from the Löwdin method, atoms 1 to 2: number 1, C, carries -0.059; number 2, C, carries 0.078